1.
Below is a 2-piece molecular cluster, C4H10O3 overall, with properties calculated with ωB97M-V/def2-TZVPD.

Results
SMILES	COC=O.CCO
molar mass	106.121	g mol⁻¹
spin multiplicity	1
electronic energy	-384.1024	a.u.
energy relative to the best compared isomer or geometry (same formula, charge and spin)	29.6	kcal per mole
largest force on an atom	1.831	eV/A

Geometry (Å):
H: 2.500 2.066 0.679
H: -1.797 0.194 -0.004
O: -0.889 -1.339 0.970
H: 1.833 2.748 -0.809
C: -2.095 -0.673 0.589
H: -2.622 -0.369 1.493
H: 2.201 0.293 -1.052
C: 1.355 0.667 -0.460
H: 0.253 -2.959 0.883
H: 0.189 1.256 -1.983
H: -2.718 -1.335 -0.013
H: 1.181 -0.006 0.381
O: -1.350 -3.127 -0.353
O: 0.167 0.560 -1.316
H: 0.783 2.457 0.596
C: 1.628 2.079 0.026
C: -0.619 -2.512 0.373



2.
Below is a 2-piece molecular cluster, C4H9NO2 overall, with properties calculated with ωB97M-V/def2-TZVPD.

Results
molar mass	103.121	g mol⁻¹
spin multiplicity	1
electronic energy	-362.9382	a.u.
energy relative to the best compared isomer or geometry (same formula, charge and spin)	92.4	kcal per mole
largest force on an atom	2.353	eV/A

Geometry (Å):
H: 1.054 -0.502 0.550
H: 2.838 -0.948 0.073
H: -3.296 -0.899 0.121
H: -2.409 -0.337 1.551
C: 2.230 -0.523 0.882
O: -0.024 1.139 -2.018
C: 0.709 0.855 -1.064
H: 2.059 -1.202 1.701
H: -2.864 0.824 0.278
C: -2.536 -0.203 0.477
H: 2.706 0.415 1.212
O: 1.895 1.009 -0.809
H: -1.330 -0.619 -1.204
C: -0.186 0.236 0.102
N: -1.266 -0.442 -0.204
H: -0.252 0.819 1.023



What is the largest force on an atom in the first record?
1.831 eV/A